(1)
Here is a cluster of 8 separate species, C39H72Br2ClF3N2O31PS8 in total in a non-equilibrium geometry from OMol25. Energies are from ωB97M-V/def2-TZVPD.

Results
Gap between HOMO and LUMO in eV: 7.37
Highest occupied orbital energy in eV: -11.12
Energy above the lowest of the compared OMol25 structures with the same formula, charge and spin in kcal per mole: 315.3
Electronic energy in eV: -364762.331
LUMO energy in eV: -3.748

```
! RIJCOSX wB97M-V def2-TZVPD def2/J DEFGRID3
* xyz 1 1
C -4.138 -3.773 -7.288
O -3.786 -4.136 -5.892
C -2.896 -5.310 -5.850
C -2.857 -5.950 -4.318
C -1.261 -6.060 -3.902
C -0.741 -4.801 -2.986
C 0.788 -5.177 -2.473
C 1.816 -3.933 -2.764
C 2.060 -3.159 -1.315
C 3.198 -1.953 -1.481
C 3.150 -1.006 -0.145
C 3.198 0.636 -0.501
C 1.754 1.374 -0.346
O 0.842 0.342 -0.955
N 1.216 1.609 1.014
C 1.745 0.895 2.176
C -0.215 2.005 1.023
C -0.776 2.630 2.470
C -2.446 2.724 2.501
C -2.974 1.491 3.500
F -2.905 1.574 5.002
C -3.495 0.249 2.799
F -3.004 -1.124 3.062
F -4.540 0.458 1.738
C -0.714 3.083 -0.096
N 0.187 3.217 -1.344
C -0.176 4.373 -2.238
Br 0.679 6.123 -2.084
C -1.820 4.720 -2.245
C -2.008 5.992 -3.318
Br -2.926 3.234 -3.036
C 1.627 2.863 -1.121
C 2.575 3.878 -0.287
C 2.031 4.628 1.036
O 1.121 5.590 1.162
Cl 2.826 4.128 2.682
P 2.489 2.814 -2.877
S 4.456 3.063 -2.752
H -5.250 -3.404 -7.294
H -4.059 -4.708 -8.015
H -3.465 -2.906 -7.702
H -1.795 -5.081 -6.249
H -3.304 -6.175 -6.543
H -3.354 -7.024 -4.348
H -3.450 -5.265 -3.555
H -1.119 -7.049 -3.252
H -0.541 -6.186 -4.839
H -1.421 -4.611 -2.026
H -0.790 -3.797 -3.615
H 0.691 -5.458 -1.334
H 1.155 -6.117 -3.109
H 2.839 -4.251 -3.245
H 1.287 -3.131 -3.466
H 2.447 -3.930 -0.490
H 1.015 -2.755 -0.943
H 4.246 -2.521 -1.454
H 3.128 -1.385 -2.502
H 2.234 -1.295 0.522
H 4.117 -1.210 0.494
H 3.664 0.606 -1.571
H 3.957 1.132 0.252
H 0.913 0.490 -1.957
H 1.155 -0.138 2.288
H 2.881 0.601 2.200
H 1.587 1.428 3.235
H -0.858 1.005 0.896
H -0.509 1.965 3.395
H -0.377 3.745 2.551
H -2.789 3.775 2.945
H -2.941 2.510 1.465
H -0.912 4.142 0.419
H -1.810 2.699 -0.386
H -0.198 2.412 -1.940
H -0.044 4.021 -3.375
H -2.205 5.130 -1.224
H -2.021 7.036 -2.790
H -1.295 5.914 -4.245
H -3.111 5.838 -3.752
H 3.583 3.315 0.028
H 2.983 4.753 -0.993
H 2.224 1.516 -3.448
H 2.082 3.881 -3.748
C -7.934 -5.558 -3.111
C -7.506 -5.057 -1.734
O -7.114 -6.225 -1.017
S -6.484 -7.304 -2.065
O -5.043 -7.180 -2.029
O -7.170 -8.563 -1.893
O -7.020 -6.604 -3.437
H -8.942 -5.984 -3.080
H -7.896 -4.770 -3.867
H -8.312 -4.536 -1.212
H -6.635 -4.398 -1.808
C 8.336 -4.897 -0.729
C 7.544 -4.361 0.461
O 6.330 -3.862 -0.093
S 5.931 -4.761 -1.394
O 4.966 -5.754 -0.978
O 5.715 -3.875 -2.514
O 7.371 -5.502 -1.588
H 8.819 -4.083 -1.280
H 9.090 -5.629 -0.428
H 8.078 -3.572 0.995
H 7.291 -5.166 1.160
C -7.680 0.361 2.681
C -6.980 1.641 3.129
O -8.032 2.542 3.469
S -9.293 1.688 4.053
O -9.226 1.715 5.497
O -10.477 2.058 3.313
O -8.803 0.217 3.548
H -8.052 0.454 1.655
H -7.028 -0.513 2.753
H -6.347 2.066 2.346
H -6.380 1.468 4.028
C 2.059 -7.074 2.660
C 0.688 -6.404 2.692
O 0.932 -5.076 3.150
S 2.404 -4.599 2.633
O 2.227 -3.816 1.430
O 3.160 -4.133 3.772
O 2.964 -6.069 2.205
H 2.370 -7.383 3.663
H 2.081 -7.938 1.991
H -0.011 -6.918 3.356
H 0.257 -6.341 1.688
C 0.649 10.204 -0.220
C -0.465 9.313 0.323
O -1.662 10.070 0.160
S -1.519 11.007 -1.168
O -2.169 10.332 -2.269
O -1.814 12.372 -0.797
O 0.093 10.858 -1.359
H 0.930 10.971 0.509
H 1.535 9.631 -0.504
H -0.315 9.051 1.373
H -0.561 8.397 -0.271
C 6.752 5.165 1.338
C 7.997 6.019 1.111
O 8.635 5.452 -0.031
S 7.495 4.841 -1.025
O 7.222 5.820 -2.054
O 7.833 3.467 -1.316
O 6.258 4.858 0.036
H 7.005 4.224 1.837
H 5.991 5.692 1.921
H 8.670 6.011 1.972
H 7.727 7.052 0.869
C -1.051 -0.079 7.283
C -0.314 -0.751 6.127
O 1.006 -0.986 6.612
S 0.938 -1.271 8.216
O 0.945 -2.702 8.422
O 1.859 -0.376 8.878
O -0.580 -0.729 8.463
H -0.792 0.982 7.352
H -2.136 -0.184 7.197
H -0.290 -0.127 5.230
H -0.763 -1.720 5.883
*
```

Atom charges from the Löwdin analysis, given in e for atoms 1 to 2:
1 C -0.124
2 O -0.267


(2)
Here is the ion C2H8NSi with charge +1 in a non-equilibrium geometry from OMol25. Energies are from ωB97M-V/def2-TZVPD.

Results
Gap between HOMO and LUMO in eV: 9.97
Highest occupied orbital energy in eV: -13.87
Energy above the lowest of the compared OMol25 structures with the same formula, charge and spin in kcal per mole: 42.4
Structure (SMILES): [NH3+][C@@H]1C[SiH2]1
Electronic energy in eV: -11561.653
LUMO energy in eV: -3.899

```
! RIJCOSX wB97M-V def2-TZVPD def2/J DEFGRID3
* xyz 1 1
C -0.534 -1.116 -0.241
C 0.175 0.052 0.482
N 1.451 0.462 -0.125
Si -1.692 0.391 -0.006
H -0.342 -1.070 -1.264
H -0.727 -2.090 0.156
H 0.399 -0.322 1.405
H 2.026 -0.283 -0.458
H 1.910 0.899 0.652
H 1.249 1.137 -0.918
H -1.388 1.257 -1.124
H -3.190 0.100 0.842
*
```

Atom charges from the Löwdin analysis, given in e for atoms 1 to 2:
1 C -0.260
2 C -0.438